(1)
C4H12O3 | the ωB97M-V functional and the def2-TZVPD basis

- E_LUMO (hartree) = 0.006
- SMILES string = C/C=C(/C)O.O.O
- net charge = 0
- HOMO-LUMO gap (eV) = 8.478
- energy (eV) = -10484.10013
- ΔE to the lowest compared entry with this formula, charge and spin (kJ/mol) = 100.2
- HOMO energy (eV) = -8.3233

Last column: Löwdin charge in e.
Geometry (Å):
C  0.046  -2.900  0.981  -0.095
C  0.598  -1.683  1.660  -0.126
C  0.514  -0.433  1.206  -0.380
O  -0.625  -0.070  0.502  0.000
C  1.193  0.720  1.911  -0.041
H  -0.590  -2.548  0.168  0.068
H  0.843  -3.571  0.670  0.068
H  -0.585  -3.504  1.638  0.068
H  1.287  -1.844  2.476  0.099
H  -0.481  0.672  -0.099  0.065
H  0.582  1.623  1.811  0.064
H  1.354  0.538  2.971  0.080
H  2.105  1.045  1.398  0.078
H  -1.916  2.795  -0.170  0.053
H  -0.769  3.616  -0.735  0.049
O  -0.953  2.869  -0.150  -0.049
H  0.049  0.843  -4.028  0.028
H  -1.233  0.256  -4.552  0.032
O  -0.327  0.446  -4.823  -0.061



(2)
C4H12O3 | the ωB97M-V functional and the def2-TZVPD basis

- E_LUMO (hartree) = 0.013
- SMILES string = C/C=C/CO.O.O
- net charge = 0
- HOMO-LUMO gap (eV) = 9.835
- energy (eV) = -10483.46150
- ΔE to the lowest compared entry with this formula, charge and spin (kJ/mol) = 161.9
- HOMO energy (eV) = -9.4703

Last column: Löwdin charge in e.
Geometry (Å):
C  3.133  1.234  2.404  -0.106
C  1.232  -0.940  -0.117  -0.301
O  1.803  -1.774  -1.093  -0.063
C  2.115  -0.607  1.038  -0.108
C  2.612  0.637  1.125  -0.157
H  3.963  0.748  2.888  0.068
H  2.263  1.426  3.032  0.077
H  3.408  2.279  2.209  0.067
H  0.406  -1.540  0.287  0.113
H  0.712  -0.078  -0.541  0.112
H  2.758  -1.653  -1.106  0.084
H  2.614  -1.359  1.642  0.114
H  2.295  1.371  0.397  0.099
H  -7.224  -1.474  -1.800  0.031
H  -6.050  -0.482  -1.661  0.021
O  -6.978  -0.617  -1.456  -0.051
H  -3.459  1.585  -2.297  0.030
H  -2.892  0.172  -2.333  0.026
O  -2.712  1.072  -2.620  -0.057



(3)
C4H12O3PS | the ωB97M-V functional and the def2-TZVPD basis

- E_LUMO (hartree) = -0.107
- net charge = +1
- HOMO-LUMO gap (eV) = 10.502
- energy (eV) = -30601.34662
- ΔE to the lowest compared entry with this formula, charge and spin (kJ/mol) = 75.3
- HOMO energy (eV) = -13.4176

Last column: Löwdin charge in e.
Geometry (Å):
C  1.869  -0.413  0.853  -0.146
C  0.398  0.529  -1.712  -0.285
C  -0.802  -1.611  0.005  -0.575
C  -0.630  1.202  0.903  -0.489
O  0.760  1.865  -1.488  -0.056
O  -0.479  1.116  2.324  -0.038
O  -1.967  1.060  0.488  -0.021
P  0.297  -0.193  0.010  1.005
S  0.209  -3.215  -0.077  0.738
H  1.803  -0.393  1.979  0.109
H  2.573  0.276  0.443  0.068
H  2.180  -1.337  0.532  -0.012
H  1.005  -0.138  -2.337  0.122
H  -0.696  0.362  -1.833  0.100
H  -1.551  -1.539  -0.754  0.057
H  -1.267  -1.474  0.993  0.067
H  -0.217  2.124  0.609  0.114
H  0.543  2.327  -2.265  0.088
H  -1.466  1.188  2.617  0.166
H  -2.305  1.817  -0.024  0.135
H  -0.258  -3.552  -1.266  -0.144



(4)
C4H12O3S | the ωB97M-V functional and the def2-TZVPD basis

- E_LUMO (alpha / beta) (hartree) = 0.109 / 0.107
- 2S+1 = 2
- net charge = -1
- HOMO-LUMO gap (alpha / beta) (eV) = 2.448 / 8.850
- energy (eV) = -21318.83709
- ΔE to the lowest compared entry with this formula, charge and spin (kJ/mol) = 0.0
- HOMO energy (alpha / beta) (eV) = 0.5277 / -5.9373

Last column: Löwdin charge in e.
Geometry (Å):
O  0.075  1.759  -2.146  0.019
C  1.067  1.464  -1.526  -0.287
C  1.142  0.510  -0.370  -0.229
C  -0.161  0.436  0.459  -0.295
C  0.042  -0.621  1.589  -0.607
S  -1.261  -0.321  2.861  0.585
H  2.050  1.921  -1.767  0.111
H  1.985  0.730  0.285  0.106
H  1.268  -0.485  -0.816  0.080
H  -0.414  1.422  0.831  0.092
H  -0.867  -0.032  -0.226  0.089
H  1.069  -0.550  1.926  0.054
H  -0.170  -1.571  1.135  0.009
H  -2.062  -1.242  2.298  -0.160
H  1.229  -2.939  -0.925  -0.048
H  1.657  -3.273  0.536  -0.037
O  1.252  -2.578  -0.017  -0.431
H  -3.412  1.814  -1.182  0.029
H  -1.984  1.437  -1.688  -0.002
O  -2.502  2.120  -1.255  -0.079



(5)
C4H12O4 | the ωB97M-V functional and the def2-TZVPD basis

- E_LUMO (alpha / beta) (hartree) = 0.123 / 0.037
- 2S+1 = 2
- net charge = -1
- HOMO-LUMO gap (alpha / beta) (eV) = 7.861 / 5.503
- energy (eV) = -12530.32054
- ΔE to the lowest compared entry with this formula, charge and spin (kJ/mol) = 158.8
- HOMO energy (alpha / beta) (eV) = -4.5018 / -4.5008

Last column: Löwdin charge in e.
Geometry (Å):
C  -0.871  0.060  -0.033  -0.198
C  -1.308  0.906  1.248  -0.184
C  -0.297  2.000  1.564  -0.363
O  -0.854  3.077  2.150  0.008
C  0.603  -0.332  0.078  -0.359
O  1.032  -0.783  -1.168  -0.246
H  -1.018  0.718  -0.868  0.086
H  -1.387  -0.880  -0.316  0.116
H  -2.371  1.171  1.117  0.106
H  -1.241  0.166  2.044  0.089
H  0.523  1.404  2.175  0.181
H  0.336  2.221  0.721  0.107
H  1.290  0.511  0.253  0.102
H  0.575  -1.060  0.929  0.125
H  2.224  -2.935  -0.226  -0.076
H  1.932  -1.574  -0.969  0.003
O  2.874  -2.297  -0.533  -0.351
H  -0.958  -0.153  -3.119  -0.007
H  -0.162  -1.144  -2.173  0.012
O  -0.924  -1.075  -2.873  -0.154



(6)
C4H12O4 | the ωB97M-V functional and the def2-TZVPD basis

- E_LUMO (hartree) = 0.235
- net charge = -2
- HOMO-LUMO gap (eV) = 5.968
- energy (eV) = -12529.82773
- ΔE to the lowest compared entry with this formula, charge and spin (kJ/mol) = 91.2
- HOMO energy (eV) = 0.4347

Last column: Löwdin charge in e.
Geometry (Å):
C  -0.566  0.563  0.099  -0.249
C  -0.416  1.316  1.431  -0.210
C  -1.767  2.105  1.810  -0.579
O  -1.592  3.254  2.486  -0.430
C  0.154  -0.760  -0.020  -0.425
O  0.329  -1.161  -1.355  -0.391
H  -0.228  1.164  -0.773  0.106
H  -1.646  0.493  -0.103  0.087
H  -0.208  0.764  2.352  0.082
H  0.317  2.109  1.279  0.080
H  -2.187  2.346  0.796  0.058
H  -2.545  1.457  2.285  0.063
H  1.213  -0.652  0.333  0.095
H  -0.318  -1.597  0.592  0.100
H  0.525  -2.626  -1.588  -0.010
H  0.435  -3.814  -0.663  -0.026
O  0.657  -3.694  -1.594  -0.223
H  2.264  -1.458  -2.086  0.000
H  1.905  -0.072  -1.690  -0.003
O  2.625  -0.569  -2.096  -0.126